{
  "formula": "C23H18N2O5Pb",
  "method": "ωB97M-V with the def2-TZVPD basis set",
  "charge": -2,
  "relative_energy_kcal_mol": 34.2,
  "multiplicity": 1,
  "e_tot_ev": -42605.0687,
  "gap_ha": [0.1325, 0.1321],
  "homo_ev": [0.8059, 0.8172],
  "elements": ["Pb", "O", "O", "O", "O", "O", "N", "N", "C", "C", "C", "C", "C", "C", "C", "C", "C", "C", "C", "C", "C", "C", "C", "C", "C", "C", "C", "C", "C", "C", "C", "H", "H", "H", "H", "H", "H", "H", "H", "H", "H", "H", "H", "H", "H", "H", "H", "H", "H"],
  "positions_angstrom": [[2.59823, 0.92840, 0.49404], [4.10946, -5.23242, -2.18662], [3.78073, 1.92853, 3.48392], [5.37881, -0.99204, -2.29120], [4.06489, 0.56483, -1.24642], [5.05973, -3.61200, -3.46528], [2.25960, -3.59517, -1.12688], [2.23493, -1.44880, -0.70599], [-2.22989, 0.80594, -2.26092], [-4.98995, 0.46549, -1.86552], [-2.79448, 1.01883, -0.99100], [-1.60543, 2.13092, 2.35085], [0.24481, -2.78025, 0.01304], [-3.11849, 3.73852, 3.39494], [3.40424, -1.71966, -1.37563], [-4.40858, 0.32683, -3.11962], [-4.14132, 0.78177, -0.78096], [4.26478, -4.05170, -2.46255], [3.42425, -3.09360, -1.76738], [1.54689, -2.58944, -0.60709], [-3.90739, 3.74320, 2.24972], [-2.45198, 2.13285, 1.25412], [-3.61252, 2.94580, 1.19095], [-3.04901, 0.46086, -3.31999], [-1.93927, 2.95079, 3.41379], [0.67982, 1.45198, -0.32095], [3.98480, -0.53512, 3.30705], [4.37024, -0.64501, -1.65297], [-0.54601, 1.48979, -0.11908], [3.65402, 0.88102, 2.94409], [-1.91371, 1.54761, 0.05878], [-0.02081, -3.84415, -0.04077], [-6.03031, 0.17780, -1.74836], [5.27113, -2.65272, -3.21009], [-2.56762, 0.26190, -4.28588], [-5.01500, 0.06214, -3.97880], [4.93409, -0.53586, 3.91492], [-4.62155, 0.84004, 0.19727], [-3.36318, 4.34716, 4.24523], [-1.26711, 3.01009, 4.28526], [-0.47348, -2.16367, -0.59898], [0.21169, -2.51599, 1.08383], [-1.16850, 0.98035, -2.35723], [-4.76567, 4.38572, 2.19256], [2.02665, -4.61194, -1.11990], [3.24593, -1.05236, 3.88399], [-4.27374, 2.93385, 0.32437], [4.21407, -1.16278, 2.42957], [-0.68884, 1.54165, 2.29374]]
}